(i)
C2HNO2S in the gas phase. Source: OMol25; level of theory: the ωB97M-V functional and the def2-TZVPD basis.

Last column: Löwdin charge in e.
CARTESIAN COORDINATES (ANGSTROEM)
C: -2.8788 -0.1552 -0.4680  -0.638
C: 0.1346 -1.4139 -0.6867  -0.424
N: -3.4521 -0.0119 -1.4389  0.128
O: 1.1487 -1.2169 -1.2785  0.115
O: -0.3899 -0.3645 -0.0504  -0.308
S: -1.9634 -0.4818 0.8924  1.022
H: -0.3151 -2.3215 -0.7580  0.106

Results
Net charge ... 0
SMILES string ... N#CSOC=O
Gap between HOMO and LUMO ... 0.34168 hartree
LUMO energy ... -1.7 eV

(ii)
A molecular structure, C2HNO2S. Source: OMol25; level of theory: the ωB97M-V functional and the def2-TZVPD basis.

Last column: Löwdin charge in e.
CARTESIAN COORDINATES (ANGSTROEM)
C: 0.1503 0.0447 0.0573  0.084
C: -1.2974 -2.8881 2.6416  -0.019
N: 0.2778 -0.7563 0.9012  0.047
O: 1.2313 -3.2299 2.1665  -0.340
O: 0.5344 -1.2801 3.6615  -0.333
S: 0.2238 -2.2397 2.6150  0.492
H: -0.1033 0.7684 -0.6646  0.069

Results
Net charge ... 0
Gap between HOMO and LUMO (spin up / spin down) ... 0.28060 / 0.28137 hartree
LUMO energy (spin up / spin down) ... -1.9 / -1.9 eV

The structure with the most favorable energy is (i); the runner-up is 127.2 kcal/mol above it.

(i)
A molecular structure, C41H34I2N2O5PTi. Source: OMol25; level of theory: the ωB97M-V functional and the def2-TZVPD basis.

Last column: Löwdin charge in e.
CARTESIAN COORDINATES (ANGSTROEM)
Ti: -1.6933 -0.3327 -0.5976  1.087
I: -3.8185 -1.2651 6.2417  0.897
C: -3.4426 -1.4983 4.2042  -0.741
C: -4.3417 -2.0318 3.3419  -0.229
C: -4.0117 -2.1863 1.9803  -0.626
I: -5.5032 -2.9431 0.7258  0.941
C: -2.7548 -1.8160 1.5060  -0.351
O: -2.4399 -1.8220 0.1531  -0.195
C: -1.7976 -1.3964 2.4170  -0.213
C: -0.3926 -1.5202 2.0145  -0.117
N: -0.1128 -0.6416 0.8722  -0.098
C: 0.4530 0.6541 1.3575  -0.117
C: 0.5397 1.6320 0.2443  -0.281
C: 1.3481 2.7434 0.2959  0.001
C: 1.4133 3.5825 -0.8201  -0.031
C: 0.6990 3.2535 -1.9606  -0.035
C: -0.0951 2.1286 -1.9142  -0.092
N: -0.1919 1.3358 -0.8361  0.032
C: -2.1431 -1.1837 3.7312  -0.099
H: -5.3790 -2.3392 3.6109  0.097
H: 0.2391 -1.3208 2.8404  0.116
H: -0.1985 -2.5834 1.7145  0.166
H: 0.6147 -1.0705 0.2621  0.088
H: -0.1909 1.0213 2.1899  0.141
H: 1.4639 0.4903 1.7855  0.131
H: 1.9012 2.9681 1.2007  0.128
H: 2.0674 4.4200 -0.7272  0.110
H: 0.6443 3.9245 -2.8325  0.126
H: -0.6814 1.8772 -2.7863  0.127
H: -1.3431 -0.8036 4.4531  0.130
C: -3.3971 3.1230 5.1912  -0.065
O: -4.3550 3.4535 4.1900  -0.048
C: -4.2613 2.9088 2.9453  -0.258
C: -5.2029 3.3126 1.9954  0.004
C: -5.1707 2.8442 0.7265  0.004
C: -4.1455 1.9328 0.3290  -0.099
C: -4.0761 1.4724 -1.0288  -0.292
C: -5.1693 1.6374 -2.0178  0.024
O: -3.0964 0.8092 -1.4741  -0.069
C: -3.1345 1.5974 1.2105  -0.209
O: -2.1135 0.7691 0.9386  -0.197
C: -3.1832 2.1644 2.5467  0.086
H: -3.7224 3.6544 6.0767  0.096
H: -2.3918 3.5477 4.9549  0.106
H: -3.2337 2.1010 5.4672  0.057
H: -5.9644 4.0218 2.3697  0.142
H: -5.8241 3.2251 -0.0288  0.114
H: -5.2514 2.6581 -2.4051  0.109
H: -6.1125 1.4776 -1.4798  0.106
H: -4.9871 0.9746 -2.8370  0.092
H: -2.3016 2.0728 3.1532  0.107
O: -1.6277 -1.0233 -2.4691  -0.049
C: -0.4426 -1.1082 -2.1221  -0.197
C: 0.6326 -1.5159 -3.0824  -0.173
C: 0.1408 -2.0684 -4.2849  -0.011
C: 0.9708 -2.4119 -5.3342  -0.051
C: 2.3287 -2.3332 -5.1308  -0.070
C: 2.8648 -1.7536 -4.0184  -0.069
C: 2.0554 -1.3747 -2.9240  -0.290
P: 2.7411 -0.5014 -1.4623  1.121
C: 2.9350 -1.9042 -0.3176  -0.427
C: 2.5428 -3.2129 -0.5241  -0.065
C: 2.6150 -4.1398 0.5857  -0.049
C: 3.1902 -3.7306 1.7961  -0.087
C: 3.5918 -2.4209 1.9578  -0.077
C: 3.3819 -1.5310 0.9248  -0.150
C: 4.4673 -0.1293 -1.8945  -0.384
C: 5.4383 -1.1093 -1.9829  -0.115
C: 6.7599 -0.8224 -2.2353  -0.079
C: 7.1652 0.4843 -2.3384  -0.068
C: 6.2213 1.5325 -2.1822  -0.072
C: 4.8821 1.2233 -1.9835  -0.096
H: -0.9029 -2.0969 -4.4687  0.110
H: 0.5810 -2.7723 -6.2695  0.113
H: 3.0245 -2.6105 -5.9539  0.131
H: 3.9434 -1.5628 -3.9858  0.105
H: 2.0731 -3.6036 -1.4324  0.108
H: 2.2051 -5.1678 0.3774  0.122
H: 3.2435 -4.4504 2.5778  0.097
H: 4.1170 -2.0943 2.8754  0.123
H: 3.6138 -0.4665 1.0691  0.107
H: 5.1225 -2.1472 -1.9699  0.113
H: 7.4547 -1.6319 -2.3543  0.109
H: 8.1912 0.8068 -2.5569  0.114
H: 6.5500 2.5801 -2.3850  0.119
H: 4.1707 2.0336 -1.9927  0.085

Results
Net charge ... +1
Gap between HOMO and LUMO ... 0.27630 hartree
LUMO energy ... -2.9 eV

(ii)
A molecular structure, C41H34I2N2O5PTi. Source: OMol25; level of theory: the ωB97M-V functional and the def2-TZVPD basis.

Last column: Löwdin charge in e.
CARTESIAN COORDINATES (ANGSTROEM)
Ti: 0.3040 0.1938 0.2060  1.027
I: 6.6092 4.5526 0.4052  0.899
C: 5.0261 3.2665 0.8117  -0.751
C: 4.8841 2.5564 1.9932  -0.197
C: 3.7867 1.6629 2.1577  -0.585
I: 3.6214 0.7614 4.0546  0.944
C: 2.8537 1.4762 1.1328  -0.368
O: 1.8324 0.6301 1.2819  -0.226
C: 3.0248 2.2061 -0.0498  -0.144
C: 2.1406 2.1396 -1.2727  -0.099
N: 0.6610 2.0137 -0.9456  -0.101
C: -0.0384 3.2232 -0.3488  -0.069
C: -0.2495 3.0444 1.1374  -0.263
C: -0.1769 4.0957 2.0014  0.013
C: -0.3430 3.8064 3.3592  -0.001
C: -0.4997 2.4915 3.7653  -0.036
C: -0.6397 1.4914 2.8389  -0.083
N: -0.5490 1.7799 1.5236  0.006
C: 4.0796 3.1034 -0.1734  -0.139
H: 5.5872 2.6788 2.7746  0.068
H: 2.4468 1.2636 -1.8676  0.135
H: 2.2965 2.9913 -1.9385  0.125
H: 0.2396 1.8848 -1.8537  0.086
H: -1.0289 3.2427 -0.8004  0.119
H: 0.4925 4.1326 -0.6133  0.135
H: 0.0362 5.0819 1.5917  0.133
H: -0.2150 4.6062 4.0799  0.123
H: -0.5924 2.2078 4.7786  0.107
H: -0.8645 0.4463 3.1516  0.146
H: 4.1234 3.7223 -1.0838  0.103
C: 3.7013 -3.4602 4.9258  -0.083
O: 4.1086 -3.7437 3.6194  -0.069
C: 3.4037 -3.2538 2.5772  -0.263
C: 4.0360 -3.4789 1.3360  0.031
C: 3.4143 -3.1074 0.1677  0.009
C: 2.1775 -2.4997 0.2476  -0.075
C: 1.2843 -2.1938 -0.9423  -0.508
C: 1.5665 -2.9461 -2.2086  0.037
O: 1.1584 -0.8207 -1.1625  -0.184
C: 1.6074 -2.2931 1.4943  -0.175
O: 0.3872 -1.5913 1.5209  -0.036
C: 2.1637 -2.6711 2.6961  0.064
H: 4.4601 -3.8366 5.5924  0.095
H: 2.7636 -3.9710 5.1580  0.102
H: 3.6516 -2.3978 5.1291  0.057
H: 4.9895 -3.9837 1.3411  0.126
H: 3.8634 -3.3096 -0.7996  0.126
H: 1.6016 -4.0044 -1.9984  0.105
H: 2.5284 -2.6546 -2.6008  0.094
H: 0.8151 -2.7284 -2.9751  0.081
H: 1.7274 -2.4518 3.6395  0.116
O: -0.0325 -2.6781 -0.5310  0.040
C: -0.5207 -1.8103 0.3835  -0.405
C: -1.9619 -2.1210 0.5689  -0.161
C: -2.5553 -3.0396 1.4000  0.015
C: -3.9209 -3.2821 1.2192  -0.040
C: -4.6793 -2.6425 0.2534  -0.052
C: -4.0675 -1.7143 -0.5402  -0.052
C: -2.7171 -1.4341 -0.3783  -0.299
P: -1.9388 -0.0647 -1.1863  1.114
C: -1.5949 -0.4417 -2.9279  -0.348
C: -1.4180 0.6007 -3.8641  -0.091
C: -1.2180 0.2389 -5.1729  -0.078
C: -1.2100 -1.0866 -5.5667  -0.071
C: -1.4306 -2.0861 -4.6497  -0.064
C: -1.6014 -1.7499 -3.3074  -0.101
C: -3.2849 1.1412 -1.2950  -0.359
C: -4.1775 1.1574 -2.3595  -0.091
C: -5.2602 2.0172 -2.2920  -0.065
C: -5.4560 2.8758 -1.2182  -0.070
C: -4.5537 2.8965 -0.1724  -0.068
C: -3.5019 1.9950 -0.2206  -0.107
H: -1.9663 -3.5539 2.1456  0.128
H: -4.3750 -4.0075 1.8774  0.111
H: -5.7378 -2.7796 0.1603  0.113
H: -4.6741 -1.1927 -1.2479  0.105
H: -1.3940 1.6376 -3.6108  0.102
H: -1.0015 0.9961 -5.8975  0.107
H: -0.9774 -1.2740 -6.6277  0.122
H: -1.4653 -3.1340 -4.9524  0.120
H: -1.8183 -2.5694 -2.6006  0.128
H: -4.0268 0.4964 -3.2468  0.130
H: -5.9603 2.0607 -3.1155  0.111
H: -6.2476 3.6161 -1.2066  0.112
H: -4.6695 3.5850 0.6727  0.118
H: -2.8432 1.9914 0.6522  0.089

Results
Net charge ... +1
Gap between HOMO and LUMO ... 0.26720 hartree
LUMO energy ... -2.9 eV

The structure with the most favorable energy is (i); the runner-up is 10.2 kcal/mol above it.

(i)
2 unconnected molecules or ions with the total composition C4H10OSi2. Source: OMol25; level of theory: the ωB97M-V functional and the def2-TZVPD basis.

Last column: Löwdin charge in e.
CARTESIAN COORDINATES (ANGSTROEM)
C: -3.2868 1.0887 0.8773  -0.149
C: -0.2094 -1.9003 -0.8356  -0.120
C: -2.1534 0.9409 0.2820  -0.042
C: 0.1524 -1.5454 0.3889  -0.338
O: 1.9487 -0.0545 2.2261  -0.247
Si: 2.3615 1.1452 -0.7707  0.438
Si: 1.1259 0.0328 0.7711  0.472
H: -4.2753 1.0093 0.4119  0.053
H: -3.2738 1.3208 1.9452  0.041
H: -1.0562 -2.5816 -0.9844  0.060
H: -0.0693 -1.3674 -1.7343  0.031
H: -2.0026 0.6249 -0.7826  0.032
H: -0.3757 -1.9961 1.2959  0.079
H: 1.5087 -0.1772 3.0230  0.003
H: 3.3968 0.4144 -1.5131  -0.136
H: 1.4977 2.0411 -1.6747  -0.104
H: 3.2039 2.3484 -0.1083  -0.074

Results
Net charge ... 0
Gap between HOMO and LUMO (spin up / spin down) ... 0.31302 / 0.24844 hartree
LUMO energy (spin up / spin down) ... -0.5 / -0.3 eV

(ii)
2 unconnected molecules or ions with the total composition C4H10OSi2. Source: OMol25; level of theory: the ωB97M-V functional and the def2-TZVPD basis.

Last column: Löwdin charge in e.
CARTESIAN COORDINATES (ANGSTROEM)
C: 0.7166 -2.9068 -0.5894  -0.037
C: 2.4386 1.4364 -0.7408  -0.098
C: 0.2356 -1.7709 -0.0129  -0.238
C: 1.2761 1.2705 -0.1317  -0.222
O: -0.5258 0.2170 -2.1744  -0.327
Si: -2.7241 1.2028 1.2133  0.580
Si: 0.1153 -0.1519 -0.8697  0.514
H: 0.9062 -3.8485 -0.1384  0.045
H: 1.1403 -2.8950 -1.5529  0.035
H: 3.1512 2.2414 -0.4452  0.063
H: 2.9166 0.7924 -1.4735  0.051
H: -0.0766 -1.8523 1.0949  0.084
H: 0.9226 1.7589 0.8020  0.052
H: -1.8219 1.3535 2.5003  -0.087
H: -4.0888 1.1763 1.3915  -0.164
H: -2.0018 2.1339 0.2710  -0.095
H: -2.5800 -0.1576 0.8559  -0.157

Results
Net charge ... 0
SMILES string ... C=C[Si](=O)C=C.[SiH4]
Gap between HOMO and LUMO ... 0.36524 hartree
LUMO energy ... 0.1 eV

The structure with the most favorable energy is (ii); the runner-up is 46.7 kcal/mol above it.

(i)
A molecular structure, C6H11NO3. Source: OMol25; level of theory: the ωB97M-V functional and the def2-TZVPD basis.

Last column: Löwdin charge in e.
CARTESIAN COORDINATES (ANGSTROEM)
C: -0.1469 0.6081 0.1114  -0.371
C: 2.0463 -0.4836 -0.2220  -0.064
C: 0.2873 0.9821 1.5083  -0.023
C: -1.0926 1.5980 -0.5231  -0.037
N: 0.7908 0.0436 -0.7425  -0.127
C: -1.4030 -1.0012 0.1953  -0.398
C: 0.0571 -0.8494 -1.6861  -0.255
O: -0.7610 -2.0837 0.7499  0.038
O: -2.5835 -0.8508 0.4080  0.067
O: -0.6335 -0.4825 -2.6108  0.098
H: -1.4503 -2.6376 1.1654  0.117
H: 0.5196 -1.8427 -1.6147  0.144
H: 2.6028 -0.9554 -1.0332  0.092
H: 2.6420 0.3299 0.1933  0.091
H: 1.8892 -1.2337 0.5597  0.083
H: 1.0532 1.7652 1.4678  0.099
H: -0.5570 1.3745 2.0767  0.095
H: 0.7160 0.1290 2.0365  0.084
H: -1.9035 1.8473 0.1629  0.089
H: -0.5340 2.5128 -0.7563  0.100
H: -1.5389 1.2300 -1.4463  0.078

Results
Net charge ... 0
Gap between HOMO and LUMO ... 0.30264 hartree
LUMO energy ... -0.1 eV

(ii)
2 unconnected molecules or ions with the total composition C6H11NO3. Source: OMol25; level of theory: the ωB97M-V functional and the def2-TZVPD basis.

Last column: Löwdin charge in e.
CARTESIAN COORDINATES (ANGSTROEM)
C: 1.3831 -0.9044 -0.3768  -0.433
C: 1.4145 -0.2234 -1.7294  -0.059
N: 1.9920 -2.2152 -0.4395  0.050
C: -0.0862 -1.1619 0.1282  -0.228
O: -0.4328 -1.1230 1.2833  0.046
H: 1.9094 -0.3218 0.3849  0.136
H: 2.0156 -2.6679 0.4664  0.085
H: 1.5177 -2.8146 -1.1056  0.078
H: -0.7069 -1.6546 -0.6496  0.136
H: 2.4366 0.0417 -1.9851  0.082
H: 0.8036 0.6813 -1.7082  0.056
H: 1.0126 -0.8811 -2.4972  0.081
C: -2.5819 1.1476 0.9720  -0.006
C: -1.2873 1.4686 0.3011  -0.425
C: -0.1482 1.8481 1.2435  -0.196
O: -1.1254 1.5628 -0.8989  0.084
O: -0.2592 1.9930 2.4274  0.105
H: 0.8181 1.9801 0.7124  0.132
H: -2.4125 0.4005 1.7456  0.084
H: -3.3176 0.8011 0.2490  0.093
H: -2.9453 2.0430 1.4764  0.099

Results
Net charge ... 0
SMILES string ... C[C@H](N)C=O.CC(=O)C=O
Gap between HOMO and LUMO ... 0.32869 hartree
LUMO energy ... -0.4 eV

(iii)
2 unconnected molecules or ions with the total composition C6H11NO3. Source: OMol25; level of theory: the ωB97M-V functional and the def2-TZVPD basis.

Last column: Löwdin charge in e.
CARTESIAN COORDINATES (ANGSTROEM)
C: -3.4243 0.1408 -0.5746  -0.388
C: 2.1145 0.5118 0.5858  -0.129
C: 1.1236 1.5113 0.1418  -0.252
C: 1.2471 -0.8431 0.4434  -0.240
C: -0.2453 -0.3190 0.7002  -0.299
C: 1.2385 -1.4778 -0.9354  -0.060
N: -0.1744 1.1067 0.5464  0.084
O: -2.5711 0.9764 -0.8289  0.004
O: -3.4591 -0.7297 0.4129  0.071
O: -1.1290 -1.1227 1.0882  0.037
H: 3.0244 0.7425 0.0041  0.128
H: 2.2690 0.6677 1.5924  0.082
H: 1.3398 2.4485 0.6628  0.127
H: 1.1273 1.5326 -1.0105  0.148
H: 1.4677 -1.5286 1.2827  0.139
H: 2.3444 -1.4755 -1.3073  0.113
H: 0.7648 -0.6959 -1.5944  0.095
H: 0.7887 -2.4382 -0.9804  0.065
H: -2.5955 -0.6952 0.8879  0.035
H: -0.9388 1.6126 0.2328  0.079
H: -4.3122 0.0748 -1.3500  0.162

Results
Net charge ... 0
SMILES string ... C[C@H]1CCNC1=O.O=CO
Gap between HOMO and LUMO ... 0.39378 hartree
LUMO energy ... 0.9 eV

The structure with the most favorable energy is (iii); the runner-up is 23.6 kcal/mol above it.

(i)
CF3NO4S in the gas phase. Source: OMol25; level of theory: the ωB97M-V functional and the def2-TZVPD basis.

Last column: Löwdin charge in e.
CARTESIAN COORDINATES (ANGSTROEM)
C: -0.3961 -0.8247 0.9345  -0.681
N: -0.3453 1.0578 -1.2475  -0.414
O: -1.5302 0.9703 -0.8991  0.068
O: 0.2004 1.9013 -1.8767  0.122
O: 1.6325 -0.9807 -0.9167  -0.224
O: 1.4637 1.0425 0.4695  -0.211
F: -1.2671 -1.6701 0.3629  0.159
F: 0.4946 -1.4640 1.6396  0.163
F: -1.0768 -0.0349 1.7569  0.173
S: 0.8243 0.0025 -0.2234  0.844

Results
Net charge ... 0
SMILES string ... O=[N+]([O-])S(=O)(=O)C(F)(F)F
Gap between HOMO and LUMO ... 0.39435 hartree
LUMO energy ... -1.1 eV

(ii)
CF3NO4S in the gas phase. Source: OMol25; level of theory: the ωB97M-V functional and the def2-TZVPD basis.

Last column: Löwdin charge in e.
CARTESIAN COORDINATES (ANGSTROEM)
C: 1.7340 0.2794 0.2058  -0.719
N: -1.3815 -0.3335 0.2410  -0.316
O: -1.6241 -1.4829 -0.0022  0.029
O: -2.2742 0.5420 0.5054  -0.135
O: 0.2079 -0.3221 -2.1216  -0.379
O: -3.2931 0.1923 0.8827  0.027
F: 1.4881 0.8704 1.3193  0.181
F: 2.1858 -1.0105 0.3502  0.088
F: 2.8039 0.8178 -0.3679  0.122
S: 0.1532 0.4472 -1.0126  1.100

Results
Net charge ... 0
Gap between HOMO and LUMO (spin up / spin down) ... 0.27780 / 0.31047 hartree
LUMO energy (spin up / spin down) ... -1.8 / -1.8 eV

The structure with the most favorable energy is (i); the runner-up is 135.2 kcal/mol above it.